[1]
# C6H7N

A single C6H7N molecule at a distorted geometry (ωB97M-V with the def2-TZVPD basis set, the OMol25 dataset).

Computed properties:
calculated total energy: -287.355889 Ha
energy relative to the best compared isomer or geometry (same formula, charge and spin): 6.295 eV
lowest unoccupied orbital energy: 0.32 eV
max |F|: 0.0727 Eh/bohr
orbital gap: 8.48 eV

The geometry in ORCA input format:
```
! RIJCOSX wB97M-V def2-TZVPD def2/J DEFGRID3
* xyz 0 1
C -0.30805 -0.08691 -1.60604
C -1.17111 0.65560 -0.93563
C -1.48086 0.15652 1.72699
C 0.24290 -1.02868 -0.49147
C -0.14732 -0.36078 0.80044
C 1.08398 0.38475 1.30446
N -1.26021 0.47787 0.43730
H -0.21034 -0.19809 -2.70953
H -1.86992 1.30699 -1.42826
H -0.32121 -1.98884 -0.66192
H 1.30593 -1.08476 -0.55572
H 0.75283 1.30789 1.91783
H 1.62379 0.65343 0.33956
H 1.75959 -0.19499 1.86198
*
```


[2]
# C2H6N3O2

A 3-piece molecular cluster, C2H6N3O2 overall at a distorted geometry (ωB97M-V with the def2-TZVPD basis set, the OMol25 dataset).

Computed properties:
calculated total energy: -394.400248 Ha
energy relative to the best compared isomer or geometry (same formula, charge and spin): 7.073 eV
lowest unoccupied orbital energy: 4.19 eV
max |F|: 0.0849 Eh/bohr
orbital gap: 6.90 eV

The geometry in ORCA input format:
```
! RIJCOSX wB97M-V def2-TZVPD def2/J DEFGRID3
* xyz -1 1
C -1.16316 1.14539 0.38521
C -1.36435 -0.89926 -0.70039
N 1.46191 1.09175 -0.81177
N -0.97239 0.25905 -0.79678
N 2.22456 0.66991 -0.12698
O 1.27135 -1.57654 0.74970
O 3.29119 0.65705 0.39755
H -2.08034 1.61520 0.11668
H -1.18854 0.50573 1.35414
H -0.40189 1.79830 0.59584
H -1.08082 -1.62503 -1.61621
H 1.50326 -2.30277 0.11855
H -1.50079 -1.33877 0.33445
*
```


[3]
# C15H31IrNO3P2

C15H31IrNO3P2 as an isolated structure at a distorted geometry (ωB97M-V with the def2-TZVPD basis set, the OMol25 dataset).

Computed properties:
calculated total energy: -1656.566527 Ha
energy relative to the best compared isomer or geometry (same formula, charge and spin): 2.460 eV
lowest unoccupied orbital energy (spin up / spin down): -6.53 / -10.03 eV
max |F|: 0.0777 Eh/bohr
orbital gap (spin up / spin down): 6.58 / 4.99 eV

The geometry in ORCA input format:
```
! RIJCOSX wB97M-V def2-TZVPD def2/J DEFGRID3
* xyz 2 6
P -0.10294 -1.81041 -1.46370
P -0.01924 1.79302 -1.67669
C -0.38278 -0.73468 -2.98377
C 0.35762 0.61090 -3.04968
H -1.47640 -0.59010 -3.06360
H -0.05939 -1.35393 -3.83802
H 1.45502 0.47986 -3.06793
H 0.05011 1.16081 -3.95770
C -1.50167 2.67553 -2.31463
H -1.84209 3.41278 -1.57294
H -2.31718 1.96911 -2.53782
H -1.17933 3.18702 -3.23383
C 1.28695 3.02619 -1.92895
H 1.00572 3.61864 -2.81051
H 2.25591 2.53246 -2.08740
H 1.34443 3.67881 -1.04555
C -1.18098 -3.16828 -2.04976
H -1.18665 -3.96781 -1.30120
H -0.77264 -3.53809 -2.99686
H -2.20291 -2.79538 -2.19753
C 1.53082 -2.50801 -1.93127
H 2.28969 -1.71963 -2.04201
H 1.39859 -3.04813 -2.87916
H 1.84915 -3.20710 -1.14597
Ir 0.19898 -1.33438 3.06850
C 0.55722 2.60180 0.99917
C -0.71108 2.30737 1.37954
C -1.69338 1.28382 0.85317
C -1.71633 -0.30624 0.82822
C -0.61741 -1.27018 1.22474
C 0.81666 -0.98806 1.16610
C 1.24639 0.23243 0.35307
C 1.64059 1.52648 1.07979
C 0.46124 -2.98463 4.01774
H 0.92837 3.63856 0.98521
H -1.07466 2.79569 2.29899
H -1.94513 1.59129 -0.18099
H -2.61918 1.49318 1.42949
H -2.54279 -0.59029 1.49933
H -2.08965 -0.59236 -0.17058
H -0.86063 -2.33344 1.09517
H 1.43361 -1.88190 1.05349
H 0.33092 0.43356 -0.29317
H 2.08508 -0.08063 -0.29279
H 1.86972 1.26368 2.12789
H 2.55593 1.94993 0.62339
H 1.39648 -2.94285 4.59765
H 0.50926 -3.86256 3.36290
H -0.36300 -3.14362 4.73118
O -1.08561 -0.31431 4.42338
N -0.11031 0.42360 4.87976
O -0.24484 1.33358 5.65044
O 1.04375 0.04691 4.38569
*
```


[4]
# C10H25FNO3S2

A 2-piece molecular cluster, C10H25FNO3S2 overall at a distorted geometry (ωB97M-V with the def2-TZVPD basis set, the OMol25 dataset).

Computed properties:
calculated total energy: -1572.430334 Ha
lowest unoccupied orbital energy: -2.95 eV
max |F|: 0.0323 Eh/bohr
orbital gap: 9.72 eV

The geometry in ORCA input format:
```
! RIJCOSX wB97M-V def2-TZVPD def2/J DEFGRID3
* xyz 1 1
C -4.31762 0.14027 0.08204
C -3.76579 -1.10462 -0.72873
C -3.57874 -0.77905 -2.26202
C -2.09216 -0.71786 -2.74825
C -1.38844 -2.12116 -2.79015
S -1.01942 0.42211 -1.77315
N -1.74129 1.94600 -1.54359
C 0.39470 0.79519 -2.92429
C 1.76887 0.84510 -2.17397
F 1.64775 1.30367 -0.87669
H -5.02950 0.75180 -0.52465
H -3.48908 0.77339 0.49463
H -4.87635 -0.22296 0.98160
H -4.55806 -1.89018 -0.64269
H -2.84973 -1.54002 -0.26454
H -4.17180 0.12290 -2.56110
H -4.04911 -1.62704 -2.82589
H -2.09486 -0.32426 -3.80153
H -0.31789 -1.94931 -3.07862
H -1.85023 -2.74535 -3.59284
H -1.39869 -2.66604 -1.82179
H -2.29411 1.98322 -0.68894
H -2.30678 2.18998 -2.35742
H 0.45043 0.01315 -3.72180
H 0.18707 1.79464 -3.38015
H 2.40272 1.59142 -2.71706
H 2.31651 -0.12500 -2.24081
O 3.69193 -1.73852 2.75404
S 2.97640 -0.89247 3.66931
O 1.55929 -0.68436 3.54464
O 3.70784 0.54075 3.73227
C 3.92521 1.23871 2.50208
C 2.65090 1.87812 1.98451
C 3.33161 -1.39683 5.32522
H 4.36413 0.57092 1.75635
H 4.66090 2.01634 2.71053
H 1.92538 1.12079 1.68666
H 2.86017 2.50449 1.11629
H 2.18310 2.48799 2.75922
H 4.40711 -1.51525 5.43425
H 2.82815 -2.34690 5.49585
H 2.94950 -0.64377 6.01117
*
```


[5]
# C3H5LiO3Tl

C3H5LiO3Tl as an isolated structure at a distorted geometry (ωB97M-V with the def2-TZVPD basis set, the OMol25 dataset).

Computed properties:
calculated total energy: -522.367792 Ha
energy relative to the best compared isomer or geometry (same formula, charge and spin): 1.462 eV
lowest unoccupied orbital energy (spin up / spin down): -8.29 / -11.58 eV
max |F|: 0.0744 Eh/bohr
orbital gap (spin up / spin down): 11.14 / 7.75 eV

The geometry in ORCA input format:
```
! RIJCOSX wB97M-V def2-TZVPD def2/J DEFGRID3
* xyz 2 2
H -0.50577 -0.73308 -0.89050
O -1.01910 0.79042 -0.22160
C -1.78438 -0.11997 0.50542
C -1.43861 -1.40284 -0.33681
C 4.51673 0.54163 0.13337
O 3.41869 0.80073 0.42423
O 5.61252 0.29846 -0.11846
Li -1.99240 2.14394 -1.34966
Tl 1.09564 1.57126 0.85442
H -2.86434 0.06056 0.41743
H -1.38742 -0.26827 1.51829
H -2.04060 -1.41226 -1.24769
H -1.61095 -2.27059 0.31156
*
```


[6]
# C3H4CoO2

C3H4CoO2 as an isolated structure at a distorted geometry (ωB97M-V with the def2-TZVPD basis set, the OMol25 dataset).

Computed properties:
calculated total energy: -1649.472012 Ha
energy relative to the best compared isomer or geometry (same formula, charge and spin): 1.299 eV
lowest unoccupied orbital energy (spin up / spin down): -4.71 / -6.54 eV
max |F|: 0.0782 Eh/bohr
orbital gap (spin up / spin down): 10.09 / 8.60 eV

The geometry in ORCA input format:
```
! RIJCOSX wB97M-V def2-TZVPD def2/J DEFGRID3
* xyz 1 5
H -3.18161 -2.81178 -0.80024
O 0.09869 -0.05710 -1.16896
O -0.03470 -0.13702 0.98098
C 1.11766 1.00146 -0.74611
C 0.70194 1.15073 0.67495
C -0.40690 -0.64706 -0.14988
H 2.05209 0.41168 -0.77721
H 1.52585 1.24962 1.39153
H -0.06141 1.91739 0.88120
Co -1.81160 -2.07792 -0.28626
*
```


[7]
# C9H15Cl12FO3

A 7-piece molecular cluster, C9H15Cl12FO3 overall at a distorted geometry (ωB97M-V with the def2-TZVPD basis set, the OMol25 dataset).

Computed properties:
calculated total energy: -6199.780090 Ha
energy relative to the best compared isomer or geometry (same formula, charge and spin): 0.452 eV
lowest unoccupied orbital energy: 0.29 eV
max |F|: 0.0668 Eh/bohr
orbital gap: 11.14 eV
structure (SMILES): O=C1OC[C@@H](F)O1.ClCCl.ClCCl.ClCCl.ClCCl.ClCCl.ClCCl

The geometry in ORCA input format:
```
! RIJCOSX wB97M-V def2-TZVPD def2/J DEFGRID3
* xyz 0 1
C -1.88421 -5.22649 -1.42366
C -1.84294 -6.01006 -0.05737
O -1.33581 -4.96528 0.76810
C -1.72912 -3.77068 0.24159
O -1.69622 -2.70095 0.80933
O -2.13391 -3.89942 -0.98557
F -0.98780 -6.99820 -0.01021
H -2.52873 -5.66682 -2.18446
H -0.85143 -5.23969 -1.77193
H -2.82236 -6.34718 0.28201
C 4.82732 1.14132 2.20440
Cl 3.77433 0.66377 0.85271
Cl 4.39292 0.13709 3.61471
H 5.86672 0.94800 1.93906
H 4.56844 2.17520 2.43280
C -0.02702 -1.75049 -5.44689
Cl -0.99140 -3.20675 -5.81556
Cl 1.23126 -2.31413 -4.30957
H 0.31752 -1.32094 -6.38757
H -0.64242 -1.02095 -4.92044
C -0.20422 2.10376 5.30605
Cl 0.68094 3.48546 4.52424
Cl -0.70567 2.33395 6.93001
H -1.05437 1.96535 4.63809
H 0.44434 1.22837 5.27175
C 6.09665 5.78037 0.00535
Cl 4.30923 5.72682 0.27509
Cl 7.07752 5.29496 1.42860
H 6.29960 5.03803 -0.76657
H 6.42377 6.72831 -0.42184
C -5.73829 0.46113 -1.23737
Cl -6.07566 0.14033 -2.93276
Cl -6.93472 -0.34670 -0.17714
H -4.71546 0.13232 -1.05353
H -5.85350 1.52983 -1.05656
C -0.96065 2.75882 -0.05432
Cl -1.46034 2.38275 -1.72552
Cl -2.31422 3.34316 0.87176
H -0.66203 1.79090 0.34824
H -0.15806 3.49471 -0.00504
*
```


[8]
# C28H60CrN4Sb

C28H60CrN4Sb as an isolated structure (ωB97M-V with the def2-TZVPD basis set, the OMol25 dataset).

Computed properties:
calculated total energy: -2606.064974 Ha
energy relative to the best compared isomer or geometry (same formula, charge and spin): 1.235 eV
lowest unoccupied orbital energy (spin up / spin down): -6.99 / -5.87 eV
max |F|: 0.0112 Eh/bohr
orbital gap (spin up / spin down): 5.62 / 6.75 eV

The geometry in ORCA input format:
```
! RIJCOSX wB97M-V def2-TZVPD def2/J DEFGRID3
* xyz 2 4
Cr -0.67903 2.24362 0.13053
C 2.48390 3.71898 -0.37996
C 1.23923 4.61761 -0.37018
N 0.05350 3.97118 -0.99831
C -1.06790 4.93481 -1.18804
C -2.35917 4.15469 -1.27260
N -2.48290 3.32475 -0.04549
C -2.95813 4.09205 1.14775
C -1.92789 4.25512 2.25606
C -1.54839 2.95006 2.93731
N -0.57090 2.14362 2.15174
C 0.84939 2.40162 2.50044
C 1.69675 1.47798 1.65033
N 1.27854 1.54200 0.22119
C 2.25741 2.23985 -0.66076
H 3.17679 4.06510 -1.14788
H 3.01283 3.84787 0.56625
H 0.94593 4.87939 0.64743
H 1.45452 5.56015 -0.87604
H 0.33312 3.64968 -1.92446
H -1.08406 5.60222 -0.32517
H -0.91232 5.55138 -2.07378
H -3.21470 4.82227 -1.38643
H -2.35020 3.48406 -2.13577
H -3.14179 2.57116 -0.22520
H -3.29478 5.07493 0.81487
H -3.83240 3.57718 1.54668
H -1.03163 4.77476 1.89566
H -2.36475 4.91382 3.00875
H -1.11542 3.14613 3.91922
H -2.43621 2.33422 3.08550
H -0.76677 1.15574 2.31520
H 1.06744 3.45362 2.30686
H 1.02093 2.22097 3.56306
H 2.75702 1.70688 1.76388
H 1.55232 0.44363 1.97689
H 1.34969 0.54829 -0.10441
H 3.21824 1.72533 -0.58502
H 1.91783 2.07853 -1.68720
C 0.70074 -1.89250 -3.56866
C 0.54032 -2.87083 -2.40164
C -0.94851 -2.97016 -2.06180
C 1.10240 -4.23030 -2.79994
Sb 1.48131 -1.93421 -0.67264
C 3.63792 -2.17858 -0.90761
C 4.31707 -1.33242 0.17197
C 4.13257 -3.62039 -0.81488
C 3.98572 -1.58664 -2.27199
C 0.96468 -3.18757 1.05607
C 0.89996 -4.68386 0.75689
C -0.39589 -2.69461 1.54908
C 1.98760 -2.95662 2.16471
H 0.06395 -2.21735 -4.39885
H 1.72415 -1.85508 -3.94153
H 0.39714 -0.87642 -3.30082
H -1.49557 -3.32229 -2.94422
H -1.36568 -1.99892 -1.77801
H -1.14595 -3.67803 -1.25844
H 0.54645 -4.59715 -3.67064
H 1.00990 -4.97701 -2.01356
H 2.15105 -4.16879 -3.09452
H 4.22541 -1.75726 1.16947
H 3.91989 -0.31009 0.20005
H 5.38686 -1.25514 -0.05319
H 3.82835 -4.10445 0.11345
H 5.22798 -3.63516 -0.84487
H 3.77794 -4.22992 -1.64540
H 3.62811 -0.55688 -2.37811
H 3.57247 -2.17502 -3.09284
H 5.07414 -1.57150 -2.39785
H 0.10797 -4.93720 0.05338
H 0.69012 -5.22458 1.68693
H 1.84091 -5.06651 0.36246
H -1.17354 -2.78300 0.78912
H -0.35842 -1.64212 1.84958
H -0.70497 -3.28367 2.42130
H 2.95584 -3.39878 1.92848
H 1.63120 -3.43185 3.08588
H 2.14015 -1.89500 2.38270
C -5.19206 0.07651 0.20915
C -3.99178 -0.84955 0.46999
C -4.03825 -2.03769 -0.50129
C -4.03045 -1.35315 1.92046
C -2.75719 -0.06566 0.26789
C -1.75591 0.61715 0.11580
H -6.12117 -0.46268 0.39559
H -5.20221 0.42081 -0.82690
H -5.17174 0.94359 0.87506
H -4.97281 -2.58142 -0.35682
H -3.21376 -2.72566 -0.32114
H -3.99120 -1.70362 -1.53846
H -4.94154 -1.93151 2.07804
H -4.03168 -0.52076 2.62746
H -3.17596 -1.99373 2.13676
*
```